18
Properties=species:S:1:pos:R:3:forces:R:3:mulliken_charge:R:1 method="wB97M-V/def2-TZVPD" total_charge=+1 relative_energy_ev=0.531 orbital_gap_ev=11.3
N 0.677196 1.622371 -0.525276 -0.468 0.498 -0.461 -0.29
C 0.258476 0.495667 0.357533 0.349 -0.287 -1.028 -0.74
C -1.260614 0.519775 0.272294 -0.142 0.134 0.812 0.72
N -1.922714 -0.345144 1.053972 0.285 0.008 -0.495 -0.32
O -1.785035 1.417023 -0.357518 -0.138 0.107 -0.276 -0.63
H 1.643066 1.926914 -0.541274 0.336 -0.307 0.433 0.30
H 0.440621 1.384676 -1.491636 0.112 -0.199 -0.018 0.34
H 0.049287 2.411797 -0.345426 -0.023 0.148 0.141 0.38
H 0.610292 0.585325 1.361143 0.212 0.523 0.656 0.36
H 0.733566 -0.384079 -0.045371 -0.156 -0.500 -0.122 0.37
H -1.471795 -1.191374 1.360039 -0.009 0.054 0.170 0.23
H -2.923014 -0.286457 0.983882 -0.238 -0.232 0.130 0.28
H 3.689579 0.168309 -1.241093 -0.103 0.107 -0.168 0.33
H 3.127752 -1.068251 -1.866037 -0.274 0.103 -0.191 0.32
O 2.894249 -0.144775 -1.695997 0.329 -0.109 0.448 -0.64
H 0.905484 -3.304348 0.891472 -0.412 -0.398 0.053 0.30
H -0.680056 -3.221700 1.059080 0.340 -0.730 -0.138 0.31
O 0.148187 -2.739272 1.066819 -0.001 1.079 0.055 -0.63

16
Properties=species:S:1:pos:R:3:forces:R:3:lowdin_spin:R:1 method="wB97M-V/def2-TZVPD" total_charge=-1 relative_energy_ev=0.242 spin_multiplicity=2 orbital_gap_ev="3.0 / 9.4"
C -1.693135 1.403396 -0.469409 -0.435 0.899 -0.044 0.41
N -0.525874 1.611660 0.400352 -0.573 -0.103 0.047 0.08
H -2.553393 1.975256 -0.097753 -0.031 -0.186 0.246 0.08
H -1.591109 1.855824 -1.462883 0.293 -0.462 -0.162 0.07
H -2.014356 0.365630 -0.527229 0.170 -0.162 -0.221 0.03
H -0.812395 2.311263 1.078322 0.409 0.094 0.039 0.07
H 0.259983 1.976411 -0.127525 -0.040 0.107 -0.001 0.07
N 0.269193 -1.156692 1.019230 0.815 -0.514 0.237 0.02
C 0.800878 -1.356197 -0.308454 -0.701 -0.188 -0.695 0.07
N 2.255906 -1.239527 -0.446303 -0.630 -0.205 -0.094 0.02
H -0.483356 -0.496806 1.143649 0.081 0.169 -0.188 0.02
H 0.149422 -2.047479 1.474383 -0.421 0.160 0.177 0.01
H 0.311639 -0.724661 -1.052479 0.156 0.497 0.356 0.02
H 0.497431 -2.344167 -0.660980 0.351 -0.332 0.008 0.01
H 2.498207 -0.278971 -0.229778 0.183 -0.093 0.230 0.02
H 2.630958 -1.854939 0.266859 0.372 0.320 0.066 0.00

16
Properties=species:S:1:pos:R:3:forces:R:3:mulliken_charge:R:1 method="wB97M-V/def2-TZVPD" relative_energy_ev=1.538 orbital_gap_ev=9.6 smiles=NCN.CN
N 0.588761 -2.097974 2.513640 2.948 2.971 -4.731 -0.62
C 0.583618 -0.556679 2.566682 1.435 -2.271 0.336 -0.22
N -0.666938 0.043679 2.534869 -4.544 1.470 -0.003 -0.59
H -0.043244 -2.498568 3.081626 -2.827 -1.365 2.625 0.21
H 0.309805 -2.331143 1.521226 0.419 0.083 1.578 0.23
H 1.017965 -0.286644 3.570073 -0.037 -0.211 -1.163 0.26
H 1.236140 -0.176497 1.716664 -0.737 -0.564 1.208 0.28
H -1.385057 0.014623 1.777796 2.075 -0.202 -0.387 0.22
H -1.344214 -0.238398 3.255215 1.268 0.086 0.530 0.21
C 0.464329 1.714781 -3.687860 -0.750 -3.573 -0.372 -0.60
N -0.741238 0.824737 -3.628686 -0.077 0.160 2.795 -0.50
H 0.485642 1.923861 -4.748115 0.869 1.095 0.113 0.29
H 1.305355 1.058576 -3.377501 -0.059 0.360 -0.725 0.20
H 0.485488 2.439224 -2.921028 -0.438 1.681 0.101 0.24
H -1.227430 0.919778 -2.697984 0.516 -0.252 -1.789 0.18
H -1.392221 0.833483 -4.389660 -0.061 0.532 -0.118 0.20

16
Properties=species:S:1:pos:R:3:forces:R:3:mulliken_charge:R:1 method="wB97M-V/def2-TZVPD" relative_energy_ev=0.924 orbital_gap_ev=9.9 smiles=NCN.CN
N 1.891630 0.205847 -1.441367 0.044 -2.682 0.565 -0.61
C 0.770219 0.989342 -0.967950 -1.385 1.338 -0.494 -0.10
N 1.178394 1.937987 0.064460 0.939 0.283 0.731 -0.70
H 1.761232 -0.867587 -1.277111 0.232 2.823 -0.286 0.26
H 2.735250 0.465866 -0.922569 -0.407 -0.156 -0.147 0.25
H -0.122235 0.429174 -0.690624 0.341 -0.430 0.403 0.18
H 0.383403 1.659838 -1.744905 0.129 -0.578 -0.840 0.26
H 0.467411 2.604579 0.390886 0.065 -0.759 -0.447 0.24
H 1.857783 2.515611 -0.431986 -0.002 0.150 0.494 0.24
C -1.218890 -1.178369 1.451383 0.295 -1.120 -0.956 -0.66
N -2.023040 -1.442456 0.218112 -0.712 -0.103 0.834 -0.53
H -1.158044 -2.004055 2.206361 -0.492 0.519 -0.474 0.28
H -0.169537 -1.102314 1.078448 -0.718 0.675 0.594 0.23
H -1.644492 -0.276985 1.901551 0.636 -0.082 0.036 0.26
H -3.001954 -1.674739 0.434993 0.571 0.394 0.112 0.23
H -1.707127 -2.261745 -0.269676 0.465 -0.272 -0.127 0.18

16
Properties=species:S:1:pos:R:3:forces:R:3:lowdin_spin:R:1 method="wB97M-V/def2-TZVPD" total_charge=+1 relative_energy_ev=0.898 spin_multiplicity=2 orbital_gap_ev="9.7 / 4.4"
C -2.757715 -1.223854 -0.770391 -0.240 -0.164 0.364 0.00
N -1.445435 -0.523825 -0.972981 0.307 -1.810 0.119 0.01
H -3.511837 -0.856516 -1.450954 0.029 0.178 -0.325 0.00
H -2.620367 -2.284585 -0.929805 -0.181 -0.383 -0.255 0.00
H -3.205683 -1.175053 0.221743 0.419 0.584 0.185 0.00
H -0.840651 -0.920762 -0.243924 -0.331 0.493 0.462 0.01
H -1.073327 -1.165519 -1.690585 0.019 1.055 -0.509 0.00
N 1.401375 -0.066490 -0.092415 1.643 1.692 -0.296 0.45
C 1.147658 1.022539 0.903040 -2.296 -0.671 0.704 0.02
N 2.345543 1.616121 1.345089 0.647 -0.093 -1.479 0.48
H 2.305939 -0.523381 0.019389 -0.173 -0.620 0.275 0.01
H 1.430045 0.360457 -1.023642 -0.276 -0.343 -0.078 0.01
H 0.590470 0.608836 1.740221 0.206 -0.198 0.065 0.00
H 0.464060 1.697170 0.392398 0.257 0.359 0.195 0.00
H 2.702969 2.435061 0.848685 -0.022 -0.247 0.078 0.01
H 3.066958 0.999802 1.704136 -0.008 0.168 0.497 0.01

17
Properties=species:S:1:pos:R:3:forces:R:3:mulliken_charge:R:1 method="wB97M-V/def2-TZVPD" total_charge=+1 relative_energy_ev=4.194 orbital_gap_ev="9.1 / 9.1"
C 0.115475 0.900095 0.748534 0.930 1.827 -0.162 -0.86
C -1.497113 -1.021969 0.245324 -2.568 0.692 -1.551 -0.37
N -2.016433 -0.191701 -0.877025 2.189 -1.373 1.375 -0.45
N 2.153098 0.677933 -0.992025 -0.001 -0.856 -0.545 -0.80
N -0.256056 -0.450165 0.824107 0.169 1.005 0.825 0.85
N 0.439519 -1.257241 1.410284 0.882 -2.376 0.569 -0.79
H 0.515090 1.313298 1.713914 -0.466 -0.816 -0.772 0.35
H 1.152120 0.712910 0.011244 -1.090 0.824 0.544 0.40
H -0.547853 1.649383 0.270509 0.055 -1.161 0.253 0.36
H -1.292838 -2.065435 -0.147498 -0.011 1.305 1.017 0.38
H -2.232501 -0.993978 1.082332 0.703 -0.416 -0.416 0.29
H -1.936019 -0.793478 -1.665111 -0.538 0.272 -0.957 0.23
H 2.299751 1.678631 -1.082590 0.224 -0.229 -0.383 0.32
H 3.018508 0.175867 -0.773900 -0.331 0.335 -0.490 0.29
H 1.635234 0.270745 -1.799515 1.000 0.606 0.664 0.32
H -2.876251 0.315085 -0.801381 -0.313 -0.223 0.331 0.22
H 1.326271 -0.919978 1.832800 -0.833 0.583 -0.302 0.28

Copy entry 4 word for word.
16
Properties=species:S:1:pos:R:3:forces:R:3:mulliken_charge:R:1 method="wB97M-V/def2-TZVPD" relative_energy_ev=0.924 orbital_gap_ev=9.9 smiles=NCN.CN
N 1.891630 0.205847 -1.441367 0.044 -2.682 0.565 -0.61
C 0.770219 0.989342 -0.967950 -1.385 1.338 -0.494 -0.10
N 1.178394 1.937987 0.064460 0.939 0.283 0.731 -0.70
H 1.761232 -0.867587 -1.277111 0.232 2.823 -0.286 0.26
H 2.735250 0.465866 -0.922569 -0.407 -0.156 -0.147 0.25
H -0.122235 0.429174 -0.690624 0.341 -0.430 0.403 0.18
H 0.383403 1.659838 -1.744905 0.129 -0.578 -0.840 0.26
H 0.467411 2.604579 0.390886 0.065 -0.759 -0.447 0.24
H 1.857783 2.515611 -0.431986 -0.002 0.150 0.494 0.24
C -1.218890 -1.178369 1.451383 0.295 -1.120 -0.956 -0.66
N -2.023040 -1.442456 0.218112 -0.712 -0.103 0.834 -0.53
H -1.158044 -2.004055 2.206361 -0.492 0.519 -0.474 0.28
H -0.169537 -1.102314 1.078448 -0.718 0.675 0.594 0.23
H -1.644492 -0.276985 1.901551 0.636 -0.082 0.036 0.26
H -3.001954 -1.674739 0.434993 0.571 0.394 0.112 0.23
H -1.707127 -2.261745 -0.269676 0.465 -0.272 -0.127 0.18